16
Properties=species:S:1:pos:R:3:mulliken_charge:R:1 method="wB97M-V/def2-TZVPD" homo_ev="-8.88 / -7.83" energy_ha=-474.87509 lumo_energy_ha="0.003 / -0.068" relative_energy_kcal_mol=234.6
H -1.66233 1.78651 -0.64774 0.2745
H 0.97956 1.78522 1.85697 0.2994
C 0.35843 1.37645 -0.07188 0.3184
H 0.76320 -1.70785 -0.92805 0.1589
C -1.36023 -1.59709 -0.71919 -0.3660
N -0.64107 0.92462 -2.30443 0.9927
O -0.78706 -1.92725 0.49829 -0.3735
H -0.69262 2.61469 1.38642 0.2498
O 0.46675 0.46121 -2.63694 -0.5666
H 1.28292 0.92534 -0.25959 0.3720
O -1.66713 0.94223 -2.97560 -0.5912
C -0.15930 -2.25533 -0.78180 0.0207
H -0.05743 -3.42978 -0.96289 0.1976
C -0.70126 1.28240 -0.94954 -0.6503
C 0.14816 1.85869 1.17741 -0.8180
H -2.17299 -1.24729 -1.24748 0.4818

=====

15
Properties=species:S:1:pos:R:3:mulliken_charge:R:1 method="wB97M-V/def2-TZVPD" homo_ev="-14.49 / -14.49" charge=+2 energy_ha=-1472.51586 lumo_energy_ha="-0.319 / -0.319"
Li -3.29672 2.22308 1.29969 0.9603
O 2.46483 -0.88449 0.59324 -0.3632
C 0.16870 -1.72137 0.11143 -1.0783
H -0.05126 -1.51215 1.13069 0.5691
Yb 0.87908 0.40397 -0.20815 1.3302
H 2.15717 -0.29651 1.27613 0.3865
C -2.50540 1.14643 -0.78741 -0.4696
H -3.35354 1.52774 -1.35413 0.5853
C -2.45272 -0.27524 -0.49850 -0.7345
C 1.67470 -1.90193 0.21355 0.0460
O -1.42847 1.78098 -0.65220 -0.6035
H 2.22354 -2.76342 -0.15260 0.4089
H -2.25565 -0.50218 0.53599 0.2646
H -3.17144 -0.89373 -1.01337 0.2526
H -0.70960 -2.33255 -0.12664 0.4456

=====

45
Properties=species:S:1:pos:R:3:mulliken_charge:R:1 method="wB97M-V/def2-TZVPD" homo_ev=-8.40 energy_ha=-12175.43203 lumo_energy_ha=-0.059 relative_energy_kcal_mol=16.7
C 2.66037 -5.55933 0.10075 -0.6065
H -3.48105 3.97413 0.55785 0.2386
H -2.96133 5.90090 1.96097 0.3294
O 4.74623 0.56378 -0.15157 -0.6391
C -2.53433 0.24172 -0.89117 -0.7032
H -0.81029 5.43587 3.37419 0.3390
C -3.74625 -0.19277 -0.49199 -0.2563
C -0.85345 3.36017 2.35400 -0.0275
H 1.99975 -5.74645 2.12234 0.4240
Br 2.00859 1.75001 -1.37934 0.2384
H 1.83224 -0.10640 -3.47944 0.2836
C 1.26624 2.77887 0.12096 0.0780
Br 0.30318 4.34979 -0.73047 -0.0473
O 0.08427 -0.48056 -2.56363 -0.3067
C -1.78228 2.89488 1.52270 -0.7785
H 0.81496 -3.49483 1.65749 0.1908
C -1.25863 4.73091 2.64827 -0.5129
C 1.70135 -3.55766 -0.24429 0.0476
H 2.69036 -4.38516 -1.92860 0.3831
H -1.94204 1.91871 1.08971 0.2339
O 3.39470 -0.96064 -1.53269 -0.5105
H 0.34459 -1.37223 -2.26529 0.1915
C 2.01021 -5.18932 1.22284 -0.4927
H -4.24558 -1.85758 0.84098 0.4584
H -4.76498 0.02578 -0.86700 0.4008
H 3.36157 -6.37594 -0.07668 0.3576
Br 2.64123 3.87828 1.08715 -0.0017
C 0.84608 -0.26561 -3.78674 -0.7646
H 0.03366 2.94121 2.74208 0.6620
C -2.15997 -1.19480 0.74827 -0.5024
Br 1.77186 -0.43946 1.72320 -0.4597
H 1.43306 -2.59625 -0.70364 -0.0756
N -2.72906 3.89089 1.25291 0.0802
H 0.57424 2.40258 0.83617 -0.0448
H 0.86500 -1.22267 -4.32059 0.3031
H -0.59146 -0.44461 -0.30907 0.0523
N 1.40477 -4.04277 1.03893 0.1069
C -2.42799 4.93328 2.01385 -0.4438
H -1.55330 -1.73499 1.45168 0.4038
C -3.48982 -1.20380 0.50768 -0.6898
H 0.38885 0.56737 -4.33692 0.2078
V 3.40268 -0.16593 -0.20626 1.2476
C 2.43555 -4.48159 -0.86187 -0.3136
N -1.56021 -0.31558 -0.08561 0.6561
H -2.12353 0.84780 -1.76214 0.2625

=====

68
Properties=species:S:1:pos:R:3:mulliken_charge:R:1 method="wB97M-V/def2-TZVPD" homo_ev=-7.85 energy_ha=-3239.84762 lumo_energy_ha=-0.074
C -5.48502 0.24534 0.00216 0.7603
H 0.89163 -1.22726 3.42729 0.1492
C 0.65800 3.94572 -2.51634 -0.1690
C -0.95154 -2.09645 -2.65184 -0.4635
H 2.39778 1.53749 -1.37913 0.3966
C 2.11020 -2.41826 0.56640 0.2286
H 0.81858 -4.95180 -1.02276 0.1268
C 1.38395 0.95016 1.65948 0.0760
O 2.10623 3.67050 1.03168 -0.8799
H -2.95643 -0.65634 -3.12037 0.7646
H 0.32013 -0.38041 -3.08595 0.2980
C 1.61048 -2.53660 -0.75037 0.8580
H 3.79160 -3.73156 1.18281 0.5420
F -6.70316 -0.07732 -0.43457 -0.3000
H 1.60843 5.25341 -1.06414 0.2770
H 1.86569 1.83408 1.20604 -0.2115
H 2.73335 4.56077 -2.20988 0.2692
H 0.32979 1.14486 1.83911 0.3955
H -0.31638 0.85198 -1.80700 0.1224
H 1.64888 5.86906 -2.69627 0.3865
H -0.15516 3.96300 -1.78612 0.2099
H 0.28019 4.19444 -3.50441 0.4372
H -5.54961 -0.08899 2.17387 0.3017
C -5.60199 0.73936 1.46834 0.1645
C -2.86609 -0.78695 -2.04187 -1.2715
F -6.79541 1.34503 1.62232 -0.2805
C -4.16847 -1.40834 -1.53207 1.1200
F -5.17688 -1.10814 -2.37850 -0.3103
H 3.04095 -1.18823 4.84696 0.3524
P 1.79932 -4.13712 -1.61356 0.1446
O -1.76634 -1.55533 -1.63391 -0.1803
F -4.63082 1.62784 1.72662 -0.2319
F -4.96945 1.20844 -0.78383 -0.2800
H 1.34739 -3.92837 -2.91819 0.0995
C 0.40061 -1.38121 -2.67919 -1.8538
C 1.18081 -0.42507 4.10319 -0.1545
H -0.30128 1.44724 -0.17952 0.6301
H 4.57268 5.29510 1.21534 0.2944
F -3.41813 -0.65816 0.58029 -0.2341
H -1.42098 -2.10126 -3.63544 0.5263
C 2.02661 -1.04448 5.21995 -1.2613
C 2.72818 -3.57030 1.28655 -0.9075
H 1.06640 -1.93091 -3.34188 0.6481
H 0.28392 0.04638 4.49871 0.4048
H 1.64626 -2.02764 5.48501 0.3432
N 1.46662 -0.26448 0.75554 1.0201
H 2.32665 -4.94851 2.82669 0.3365
H 1.48696 2.75797 -0.55504 0.7572
C 1.94033 -4.36145 2.00694 -0.8305
H -2.76889 0.21048 -1.61114 0.3595
C 0.32855 1.00924 -0.95287 -1.0092
S 2.22527 0.75695 3.21345 -0.1468
H -0.78019 -3.14361 -2.39175 0.3484
O 3.62000 5.32293 1.05515 -0.5014
S 3.58136 -4.89154 -1.59305 -0.3122
C 1.72661 4.95805 -2.10452 -1.1175
F -4.04955 -2.75444 -1.53013 -0.3398
C 1.42527 2.03765 -1.36800 -0.7689
O 1.16008 2.61076 -2.61512 -0.5243
N 2.05723 -1.33045 1.28011 -1.0672
C 0.94923 -0.25497 -0.47110 0.5490
C 3.31134 3.96529 1.19290 0.6757
C -4.55477 -0.97951 -0.08667 0.2042
H 0.88511 -4.42290 1.76884 0.2548
F -5.11727 -2.00310 0.56950 -0.3234
O 4.26605 3.21365 1.44470 -0.7472
H 2.09832 -0.39661 6.08920 0.3439
C 1.00083 -1.40509 -1.29865 0.5010

=====

14
Properties=species:S:1:pos:R:3:mulliken_charge:R:1 method="wB97M-V/def2-TZVPD" homo_ev=-8.38 smiles="NN/C=C1/N=NC(=O)N1" energy_ha=-466.26907 lumo_energy_ha=-0.027 relative_energy_kcal_mol=33.8
N -0.25211 -0.99185 -1.93542 -0.2408
N -0.37129 0.22160 1.58498 -0.0248
H -1.69296 -0.61812 2.80895 0.2703
H -0.24338 -1.22955 3.01828 0.2614
H -1.28217 -1.31414 0.51489 0.3833
H 0.31933 0.96919 1.65404 0.2585
H 1.00010 1.57761 -0.50665 0.1883
C 1.02688 0.70947 -2.46274 0.4262
N -0.72480 -0.35179 2.83299 -0.7133
C -0.03550 -0.25184 -0.81042 0.0462
N 0.73304 0.81125 -1.12659 -0.1182
N 0.38055 -0.47690 -2.91858 -0.3765
C -0.56690 -0.50324 0.44796 0.1933
O 1.70921 1.44830 -3.10168 -0.5538

=====

47
Properties=species:S:1:pos:R:3:mulliken_charge:R:1 method="wB97M-V/def2-TZVPD" homo_ev=-8.08 smiles="Cn1c(NC[C@H](O)CO)nc2c1c(=O)n(Cc1ccc(Cl)c(Cl)c1)c(=O)n2C" energy_ha=-2154.42450 lumo_energy_ha=0.014 relative_energy_kcal_mol=2.5
C 5.72363 -0.95672 -0.00677 -0.0677
O -6.55062 -0.56657 -0.99937 -0.5404
H 3.14602 1.96067 -2.32525 0.6213
H 4.18297 -1.46936 -1.39687 0.5183
C 4.25751 0.64239 -1.04468 0.7238
C -5.78671 -1.19877 -0.01219 -0.6791
N -2.86592 -1.63537 1.09160 -0.2505
H -4.51506 -1.60545 2.34317 0.3030
N 1.83012 0.79961 -1.21970 0.1158
C -3.94209 -0.91137 1.72465 -0.9188
C -4.87704 -0.20519 0.72301 0.4379
O 2.00930 2.97364 -0.58767 -0.6766
H 6.42483 2.16874 1.06148 0.4202
C 3.09117 0.93780 -1.95017 -2.1230
Cl 7.66316 -0.27529 1.75649 -0.2030
N 0.21610 1.81672 0.16383 0.0144
Cl 6.23520 -2.58972 0.19925 -0.2131
H -7.00242 0.17564 -0.57830 0.3399
C -0.82923 -2.83530 -0.72294 -1.0203
H -0.78743 -3.54004 0.10992 0.3470
C 6.35670 0.07059 0.68660 0.3065
C 0.02445 -0.47931 -0.49639 -0.0559
H -4.25853 0.33000 -0.01431 0.2209
N -0.89792 -1.48404 -0.23887 -0.0910
C 4.67776 -0.66915 -0.86812 -0.3814
H 4.54494 2.67918 -0.46302 0.4209
C 5.93168 1.37941 0.51662 -0.6545
O 1.71289 -1.38796 -1.88742 -0.7380
C -0.44346 0.62927 0.18725 1.2157
C 1.22410 -0.46497 -1.25690 0.3864
C 4.88655 1.66305 -0.34300 -0.3927
H 3.05631 0.22267 -2.77417 0.6168
C 1.39233 1.92924 -0.54653 0.7825
H -1.25025 3.27336 0.44703 0.3180
O -5.73907 0.69995 1.38007 -0.5966
H -3.12675 -2.46837 0.58497 0.2928
H 0.07747 -2.92612 -1.31929 0.3145
H -6.43476 -1.68893 0.72905 0.3272
N -1.59446 0.35232 0.83919 -0.6600
H -5.19111 -1.95694 -0.52564 0.3092
C -1.83462 -0.92541 0.56421 0.1362
H -3.47824 -0.15641 2.36434 0.4756
H -5.21030 1.37608 1.81638 0.3512
H -0.47608 2.67364 1.92729 0.3478
C -0.30596 2.95369 0.88855 -1.1266
H 0.42658 3.75541 0.82315 0.3800
H -1.69376 -3.06632 -1.35054 0.3456

=====

18
Properties=species:S:1:pos:R:3:mulliken_charge:R:1 method="wB97M-V/def2-TZVPD" homo_ev=-9.80 energy_ha=-10641.54919 lumo_energy_ha=-0.014 relative_energy_kcal_mol=20.1
C 1.51231 -0.14952 -0.98612 -1.9415
H 1.63534 -1.12732 -1.34875 0.3661
C -2.01723 -0.45858 -0.28203 -0.1337
Br 0.56202 2.68856 -1.02352 -0.0409
C 0.50858 0.02836 0.15144 1.5930
H 0.31174 -0.76999 2.26926 0.3377
O -2.29503 1.72054 -1.26045 -0.4969
C -0.30939 1.25769 0.03043 -0.3119
Br -3.82408 -0.92105 -0.67587 -0.1085
Br -0.79940 -2.98946 0.16181 -0.0149
H 1.77117 0.26932 1.86379 0.4693
H 2.44611 0.10971 -0.71304 0.5208
C -1.66994 0.94341 -0.60804 0.5637
C 1.09593 -0.45232 1.41945 -1.8643
H 1.17585 0.42363 -1.77176 0.6484
H 1.64855 -1.35641 1.20500 0.4891
Br -0.79720 2.01289 1.75368 -0.0292
C -0.95533 -1.22946 -0.18530 -0.0462

=====

12
Properties=species:S:1:pos:R:3:mulliken_charge:R:1 method="wB97M-V/def2-TZVPD" homo_ev=-7.88 smiles="S=CN1C=CSC=N1" energy_ha=-1060.57863 lumo_energy_ha=-0.011 relative_energy_kcal_mol=85.9
C -1.29213 1.40600 0.07584 -0.2611
H -1.51048 2.52386 -0.34569 0.2720
H 0.73088 1.86062 0.16980 0.1797
N -0.39444 -1.34016 0.23782 -0.7881
C 1.75891 -0.70469 -0.06996 -0.1144
H -2.09691 -2.08766 -0.58947 0.3432
C -0.01286 0.93874 0.20567 -0.0658
S 3.06505 0.31631 -0.13606 -0.2746
C -1.61379 -1.17688 -0.19498 -0.0829
S -2.57936 0.23734 -0.09559 -0.1507
N 0.43531 -0.40090 0.41047 0.5432
H 1.77849 -1.74676 -0.16582 0.3996

=====

| no. | molar mass (g mol⁻¹) |
| --- | --- |
| 1 | 129.1 |
| 2 | 267.1 |
| 3 | 648.9 |
| 4 | 636.6 |
| 5 | 127.1 |
| 6 | 428.3 |
| 7 | 425.7 |
| 8 | 144.2 |